(1)
This record from the Open Molecules 2025 dataset describes C3H3NOS2 in the gas phase at a distorted geometry. The level of theory is ωB97M-V/def2-TZVPD.

Structure (XYZ):
```
10
Properties=species:S:1:pos:R:3:forces:R:3:nbo_charge:R:1
O -2.1219 1.2791 -0.9062 3.31 -1.90 2.49 -0.5232
C -1.1754 0.7453 -0.2659 -3.67 1.65 -2.29 0.3724
C -0.3848 -0.4428 -0.7836 0.41 2.36 -0.90 -0.3320
N 0.7521 -0.5059 0.0639 1.60 -3.22 -0.74 -0.5791
C 0.8651 0.2151 1.1468 1.63 0.80 2.50 -0.0235
S 2.2096 0.1401 2.2288 -2.17 0.23 -1.48 -0.1838
S -0.5467 1.2918 1.2964 0.34 -0.09 -0.16 0.3512
H -0.9698 -1.3084 -0.9580 -0.60 -1.09 0.55 0.2454
H -0.0745 -0.1270 -1.7859 0.05 -0.01 -0.06 0.2392
H 1.4462 -1.2873 -0.0362 -0.89 1.28 0.08 0.4333
```
Forces are in eV/Å.

LUMO energy	-0.06	eV
SMILES string	O=C1CNC(=S)S1


(2)
This record from the Open Molecules 2025 dataset describes C3H3NS in the gas phase at a distorted geometry. The level of theory is ωB97M-V/def2-TZVPD.

Structure (XYZ):
```
8
Properties=species:S:1:pos:R:3:forces:R:3:nbo_charge:R:1
S -3.1118 -0.1181 -0.2310 0.78 -0.22 -0.15 0.0060
C -1.6539 -0.2707 0.5563 -2.95 0.84 0.35 -0.4125
C -0.5419 -0.8852 0.1168 3.91 0.26 -2.45 0.2827
N 0.4273 -1.5606 -0.3201 -0.95 -1.52 0.26 -0.3510
C 0.9825 -0.2693 -0.5658 -1.66 2.76 3.01 -0.1563
H -1.6819 0.2200 1.5169 0.76 -0.16 0.44 0.2492
H 0.9271 0.4648 -1.3602 -0.58 -1.05 -1.06 0.2084
H 1.3452 0.2938 0.3159 0.70 -0.91 -0.39 0.1734
```
Forces are in eV/Å.

LUMO energy (spin up / spin down)	-1.35 / -1.44	eV
SMILES string	S=CC1=NC1


(3)
This record from the Open Molecules 2025 dataset describes C3H3NS2 in the gas phase at a distorted geometry. The level of theory is ωB97M-V/def2-TZVPD.

Structure (XYZ):
```
9
Properties=species:S:1:pos:R:3:forces:R:3:nbo_charge:R:1
S -2.6048 0.7016 -2.8410 -0.66 0.26 -0.93 -0.0244
C -1.3150 0.7304 -1.8984 1.72 -2.30 3.52 -0.4067
C -0.9952 -0.3878 -0.7790 -0.35 2.50 -1.12 -0.3031
C 0.0823 -0.0349 0.0266 -2.62 0.99 -4.02 -0.0044
N 0.7524 1.1199 -0.4625 -0.31 -1.91 0.49 -0.7381
S -0.0258 1.8751 -1.7181 -1.03 0.20 -1.39 0.5819
H -1.8238 -1.1578 -0.7808 1.69 0.67 0.50 0.2599
H 0.4245 -0.6437 0.7895 0.98 -0.55 1.59 0.2258
H 1.1333 1.8375 0.0984 0.59 0.15 1.36 0.4092
```
Forces are in eV/Å.

LUMO energy	0.10	eV
SMILES string	S=c1cc[nH]s1


These records have ΔE to the lowest compared entry with this formula, charge and spin values of 12.3 83.9 18.2 kcal/mol, in the order they appear.
These records have total energy values of -28367.2986 -15480.1196 -26318.4996 eV, in the order they appear.